ORCA calculation (ωB97M-V/def2-TZVPD) on a molecular structure, C27H16IrN3O4S2 at a distorted geometry.

Last column: Löwdin spin population.
CARTESIAN COORDINATES (ANGSTROEM)
Ir (-1.00578, 0.58912, -0.00131)  0.844
O (-1.18216, 5.05994, -0.00131)  0.004
C (-1.31679, 3.74099, -0.00131)  0.006
O (-0.38568, 2.92966, 0.03349)  0.062
C (-2.71283, 3.27724, -0.00131)  0.011
C (-3.82069, 4.14821, -0.00131)  0.003
C (-5.05983, 3.55008, -0.00131)  0.000
C (-5.16798, 2.12691, -0.00131)  0.001
C (-4.00128, 1.40221, -0.00131)  0.003
N (-2.71477, 1.90842, -0.00131)  0.075
C (-4.02832, -0.10466, -0.00131)  0.004
O (-5.08078, -0.76793, -0.00131)  0.009
O (-2.81091, -0.51911, 0.03349)  0.025
H (-0.25762, 5.35052, -0.00131)  0.000
H (-3.67769, 5.28379, -0.00131)  0.001
H (-5.92519, 4.21448, -0.00131)  0.000
H (-6.07422, 1.51803, -0.00131)  0.000
S (3.34643, 4.67644, -0.00131)  0.028
C (4.95868, 5.27594, -0.00131)  0.269
C (5.92549, 4.30760, -0.00131)  0.051
C (5.36863, 3.01432, -0.00131)  0.163
C (4.00585, 3.03304, -0.00131)  0.172
C (3.21961, 1.81711, -0.00131)  0.180
C (1.83664, 1.87980, -0.00131)  0.035
N (1.02242, 0.81697, -0.00131)  0.166
C (1.68497, -0.45850, -0.00131)  0.131
C (3.10436, -0.61597, -0.00131)  0.046
C (3.66662, -1.90635, -0.00131)  0.022
C (2.83240, -2.99962, -0.00131)  0.005
C (1.40991, -2.87023, -0.00131)  0.049
C (0.57131, -4.00914, -0.00131)  0.172
C (-0.80859, -3.76463, -0.00131)  0.137
C (-1.34420, -2.45709, -0.00131)  0.044
N (-0.53364, -1.34014, -0.00131)  0.116
C (0.84160, -1.55129, -0.00131)  0.102
C (-1.74123, -4.87826, -0.00131)  0.213
C (-1.39439, -6.21491, -0.00131)  0.107
C (-2.56340, -6.99170, -0.00131)  0.101
C (-3.75824, -6.24659, -0.00131)  0.311
S (-3.45530, -4.58368, -0.00131)  0.040
C (3.83660, 0.57843, -0.00131)  0.257
H (5.16166, 6.30884, -0.00131)  0.012
H (6.95719, 4.54226, -0.00131)  -0.002
H (6.00404, 2.12775, -0.00131)  0.005
H (1.39144, 2.87301, -0.00131)  -0.002
H (4.74924, -1.92879, -0.00131)  0.000
H (3.18871, -4.02032, -0.00131)  -0.001
H (1.02052, -5.03673, -0.00131)  0.005
H (-2.43236, -2.27536, -0.00131)  -0.001
H (-0.39591, -6.59967, -0.00131)  0.002
H (-2.61795, -8.04336, -0.00131)  0.002
H (-4.76859, -6.62939, -0.00131)  0.012
H (4.93204, 0.46232, -0.00131)  0.009

Force components x, y, z for each atom (eV/Å):
-1.535 -1.172 0.160
0.034 -0.392 -0.083
0.629 0.083 0.273
-2.054 1.663 -0.116
0.694 -0.626 -0.074
1.117 0.329 -0.006
-1.050 -0.730 0.011
0.549 1.517 0.000
1.215 -0.526 -0.080
-3.263 2.473 -0.045
-1.646 -0.029 0.175
2.470 1.214 -0.053
0.007 0.063 -0.053
0.010 -0.202 0.018
-0.185 -1.995 -0.001
0.011 -0.488 0.000
0.058 0.547 -0.003
0.711 -0.699 0.001
-0.561 -0.349 -0.001
-0.830 -1.222 0.000
2.940 1.079 -0.001
-2.729 -1.464 0.001
0.129 2.400 0.004
-1.129 -0.110 -0.020
1.607 0.240 -0.047
-0.666 0.200 -0.001
-1.092 2.175 0.001
-0.467 -1.136 -0.002
0.781 0.485 0.001
-0.569 -0.588 0.003
1.653 0.663 -0.001
-1.505 -0.444 0.004
1.606 1.266 -0.018
-0.369 -2.364 -0.039
0.342 -0.904 -0.001
0.939 2.285 -0.001
-1.946 -1.590 0.000
0.546 0.797 0.000
0.606 0.201 0.000
-0.255 -0.028 0.001
1.978 -3.003 0.002
-0.023 1.106 0.000
0.822 0.069 0.000
-0.424 0.299 0.000
0.247 -0.759 -0.009
-0.047 -0.545 0.000
0.387 0.084 0.000
-0.532 1.243 0.000
1.004 -0.034 -0.003
0.196 -0.146 0.000
0.219 -1.092 0.000
0.047 -0.043 0.000
-0.675 0.201 0.000

Calculated values
- Total energy: -65409.710 eV
- Charge: +2
- LUMO energy (spin up / spin down): -0.228 / -0.337 Ha
- 2S+1: 5

***

ORCA calculation (ωB97M-V/def2-TZVPD) on a molecular structure, C27H16MoN6O6S7.

Last column: natural (NBO) charge in e.
CARTESIAN COORDINATES (ANGSTROEM)
Mo (0.64884, 1.72338, -0.11575)  0.772
C (-3.69621, 2.28083, 0.76204)  0.015
C (-2.34420, 2.48615, 0.55453)  0.060
N (-1.59542, 1.54811, -0.02704)  -0.347
C (-2.19255, 0.40293, -0.36957)  0.129
C (-3.55232, 0.22067, -0.14487)  0.041
N (-4.30726, 1.15237, 0.41247)  -0.346
C (-1.30505, -0.57646, -0.99404)  0.231
C (-1.67709, -1.86088, -1.35127)  -0.216
C (-0.73772, -2.70436, -1.92457)  0.123
C (0.52557, -2.18387, -2.19315)  -0.249
C (0.81118, -0.88167, -1.83525)  0.277
N (-0.07163, -0.10898, -1.19277)  -0.425
C (2.04906, -0.17534, -2.18805)  0.136
C (3.05252, -0.70251, -2.98738)  0.031
N (4.10394, 0.01031, -3.36511)  -0.334
C (4.14621, 1.26821, -2.94990)  0.008
C (3.16335, 1.81213, -2.13615)  0.057
N (2.11804, 1.08668, -1.74938)  -0.353
C (-1.06814, -4.10651, -2.25656)  -0.049
C (-2.29500, -4.44797, -2.81382)  -0.247
C (-2.54904, -5.77964, -3.10372)  0.047
N (-1.68374, -6.76211, -2.87167)  -0.398
C (-0.51459, -6.42968, -2.33308)  0.048
C (-0.15798, -5.12851, -2.01304)  -0.245
H (-4.29562, 3.04782, 1.23387)  0.219
H (-1.84976, 3.38825, 0.88163)  0.255
H (-4.04137, -0.70461, -0.42121)  0.202
H (-2.67275, -2.21999, -1.13665)  0.233
H (1.26667, -2.78852, -2.69530)  0.231
H (3.00393, -1.72521, -3.33751)  0.205
H (4.99050, 1.86956, -3.26063)  0.218
H (3.21906, 2.83151, -1.79203)  0.242
H (-3.03556, -3.69327, -3.04482)  0.221
H (-3.49489, -6.06887, -3.54739)  0.200
H (0.17404, -7.24486, -2.14236)  0.201
H (0.80047, -4.92576, -1.55294)  0.226
O (1.44989, 2.80682, 3.48681)  -0.926
S (0.11652, 2.37404, 3.20394)  2.446
O (-0.97536, 3.28049, 3.44451)  -0.968
O (-0.03997, 1.84610, 1.77453)  -0.955
C (-0.21056, 0.90388, 4.12569)  -0.422
C (-1.23440, 0.89195, 5.05963)  -0.160
C (-1.48136, -0.25853, 5.79277)  -0.233
C (-0.70528, -1.38998, 5.58216)  -0.181
C (0.32209, -1.37662, 4.65146)  -0.271
C (0.57355, -0.22414, 3.92462)  0.406
S (1.54793, -1.00391, 1.57614)  1.781
O (1.61780, -0.16132, 3.04054)  -0.730
O (0.13837, -1.35478, 1.41571)  -1.004
O (1.92329, 0.14475, 0.63995)  -0.979
H (-1.82475, 1.78799, 5.19351)  0.243
H (-2.27834, -0.27175, 6.52383)  0.217
H (-0.89552, -2.29108, 6.15083)  0.216
H (0.93978, -2.24873, 4.48309)  0.225
S (3.26916, 8.15885, -2.38525)  -0.018
C (2.64582, 6.75532, -1.83917)  -0.572
S (3.34180, 5.84524, -0.52697)  0.482
C (2.15980, 4.56371, -0.49206)  -0.424
C (1.17924, 4.63855, -1.42254)  -0.468
S (-0.00719, 3.39209, -1.55151)  0.182
S (1.21805, 6.01457, -2.49576)  0.472
S (2.27413, 3.26712, 0.64596)  0.215

Force components x, y, z for each atom (eV/Å):
-0.015 -0.050 -0.085
-0.037 -0.022 0.000
0.034 0.008 -0.001
0.027 -0.008 0.033
0.007 -0.025 -0.011
0.009 -0.011 0.002
0.009 0.019 0.006
-0.095 0.034 0.062
0.035 -0.020 -0.013
0.029 0.073 0.009
-0.030 -0.030 0.006
0.037 0.038 -0.018
0.079 0.055 0.030
-0.053 -0.063 0.005
-0.022 -0.010 0.010
0.004 -0.008 -0.006
0.042 0.000 -0.016
-0.041 -0.005 0.012
0.063 0.113 0.025
-0.008 -0.053 -0.013
0.014 -0.005 0.002
-0.006 0.009 0.002
-0.009 -0.013 -0.006
0.015 0.005 0.004
-0.014 0.000 -0.004
0.009 0.009 0.000
-0.004 0.010 -0.001
0.009 0.000 -0.004
0.000 -0.002 0.001
-0.019 -0.014 -0.003
0.009 0.004 -0.001
-0.007 0.014 0.006
0.001 0.041 0.016
0.004 0.007 0.003
0.002 0.001 -0.001
0.000 0.003 0.001
-0.001 0.008 0.000
-0.038 0.061 0.002
-0.023 -0.034 -0.085
0.023 0.080 0.025
0.034 -0.122 0.257
-0.044 0.055 -0.015
-0.011 0.003 0.002
-0.015 -0.002 -0.008
0.012 -0.001 -0.001
-0.015 0.010 0.025
0.034 -0.105 -0.046
0.070 -0.057 0.030
0.052 -0.009 -0.025
-0.049 0.023 -0.029
-0.064 0.122 -0.047
-0.004 -0.007 0.012
0.001 0.000 0.004
-0.007 0.003 0.001
-0.002 -0.001 0.002
0.012 -0.003 -0.030
0.003 -0.004 0.047
-0.017 0.032 0.018
0.047 -0.123 -0.105
0.118 0.047 0.055
-0.010 -0.034 -0.077
-0.025 -0.002 -0.003
-0.160 -0.042 -0.061

Calculated values
- Total energy: -127188.811 eV
- LUMO energy (spin up / spin down): -0.067 / -0.067 Ha

***

ORCA calculation (ωB97M-V/def2-TZVPD) on a molecular structure, C27H17N5O11PdS at a distorted geometry.

Last column: natural (NBO) charge in e.
CARTESIAN COORDINATES (ANGSTROEM)
Pd (-0.61098, 0.37553, -0.49464)  1.268
O (2.25262, -3.20919, -0.74140)  -0.672
C (1.28538, -4.15313, -0.76944)  0.445
C (1.71037, -5.48102, -0.74088)  -0.298
C (0.79063, -6.50668, -0.77493)  -0.144
C (-0.57759, -6.23840, -0.83580)  -0.262
C (-0.99783, -4.92717, -0.85552)  -0.121
C (-0.08753, -3.86520, -0.82414)  -0.268
C (-0.57475, -2.47365, -0.81082)  0.634
O (0.29505, -1.53493, -0.79836)  -0.663
N (-1.89202, -2.27470, -0.81271)  -0.387
N (-2.17380, -0.97135, -0.65364)  -0.111
C (-3.36191, -0.51943, -0.59736)  0.066
C (-3.56561, 0.89631, -0.25057)  0.165
C (-4.83243, 1.43984, -0.11498)  -0.213
C (-4.94586, 2.74061, 0.35013)  -0.134
C (-3.80014, 3.44642, 0.68330)  -0.239
C (-2.57146, 2.83161, 0.50312)  0.089
N (-2.46420, 1.59656, 0.02800)  -0.413
H (1.79938, -2.34381, -0.80686)  0.506
H (2.77293, -5.67553, -0.69528)  0.233
H (1.13875, -7.53142, -0.75244)  0.219
H (-1.29538, -7.04538, -0.86209)  0.220
H (-2.05199, -4.68768, -0.89234)  0.231
H (-4.19595, -1.20709, -0.69101)  0.231
H (-5.70508, 0.84540, -0.34708)  0.236
H (-5.92230, 3.19062, 0.46881)  0.234
H (-3.84975, 4.44853, 1.08332)  0.241
H (-1.64364, 3.33137, 0.75486)  0.234
O (-0.78077, -0.32502, 3.71619)  -0.610
C (-0.31293, -0.25962, 2.59905)  0.777
O (-1.05318, -0.13592, 1.53313)  -0.784
C (1.14697, -0.47952, 2.38423)  -0.209
C (1.83581, -1.28086, 3.28371)  -0.123
C (3.14512, -1.59398, 3.00783)  -0.013
C (3.82800, -1.17107, 1.86193)  -0.143
C (3.15988, -0.36451, 0.99471)  -0.079
C (1.83885, 0.09282, 1.27044)  0.457
O (1.28281, 1.03538, 0.63370)  -0.684
N (3.86101, 0.03912, -0.24955)  0.548
O (5.06329, -0.05827, -0.26736)  -0.363
O (3.17237, 0.49738, -1.13653)  -0.400
N (3.89232, -2.46330, 3.95822)  0.541
O (3.29998, -2.83842, 4.94174)  -0.374
O (5.03799, -2.73074, 3.67600)  -0.382
H (1.32922, -1.66201, 4.15901)  0.275
H (4.84217, -1.48456, 1.66842)  0.281
O (0.44131, 7.06184, -1.43249)  -0.661
C (0.84089, 5.91329, -0.83789)  0.767
O (1.55846, 5.94039, 0.11861)  -0.536
C (0.33095, 4.63314, -1.43767)  -0.191
C (1.14586, 3.52539, -1.36591)  -0.084
C (0.71759, 2.31856, -1.92100)  -0.235
C (-0.58016, 2.19871, -2.43980)  -0.241
S (-1.12013, 0.60118, -2.79048)  0.111
C (-1.40643, 3.34387, -2.49894)  -0.223
C (-0.94098, 4.54545, -2.03505)  -0.200
H (-0.02614, 6.86288, -2.25489)  0.483
H (2.12047, 3.60161, -0.90403)  0.250
H (1.40076, 1.48120, -2.01476)  0.272
H (-2.40812, 3.24408, -2.89600)  0.229
H (-1.58819, 5.41449, -2.07385)  0.218

Force components x, y, z for each atom (eV/Å):
-1.669 -3.784 1.555
-0.446 -0.059 -0.068
0.443 0.157 -0.008
-0.056 -0.111 -0.010
0.049 0.024 0.009
0.027 0.169 -0.003
-0.252 -0.124 -0.008
0.076 0.290 -0.011
-1.051 -0.929 -0.076
0.213 1.877 0.122
0.850 0.439 0.100
0.477 0.476 -0.544
-0.325 0.497 0.339
-0.120 -0.761 -0.167
0.029 0.060 0.067
0.016 0.054 0.006
-0.103 -0.142 -0.009
0.270 0.024 0.002
0.945 0.385 -0.348
0.310 -0.073 0.078
0.006 0.019 0.005
0.003 0.001 -0.001
-0.021 0.005 0.003
0.013 -0.030 0.006
0.053 0.010 0.051
0.015 -0.006 -0.007
0.004 0.005 0.007
0.021 0.001 -0.003
-0.004 -0.020 -0.058
-0.070 0.063 0.261
-0.257 -0.113 -0.302
0.238 0.280 0.182
1.046 -0.246 0.056
-0.523 0.231 -0.436
1.138 -0.375 -0.074
-0.194 -0.510 0.827
-0.116 0.184 -0.564
-0.357 -0.784 0.749
-1.346 1.422 -1.856
-0.617 0.429 1.219
0.346 -0.155 -0.270
0.146 -0.202 -0.626
-0.489 0.568 -0.653
-0.057 -0.203 0.369
0.353 -0.184 0.080
0.063 0.005 0.010
-0.005 0.001 0.045
-0.087 -0.116 -0.089
0.018 -0.024 0.090
-0.049 0.018 -0.090
-0.347 0.388 -0.069
0.054 -0.479 -0.174
0.216 0.473 -0.385
0.417 1.335 -0.105
0.342 -0.145 0.370
0.046 -0.768 -0.146
0.354 0.289 0.205
0.061 0.061 0.067
0.002 -0.024 -0.005
-0.061 0.089 0.273
-0.037 0.036 0.011
0.000 0.003 0.000

Calculated values
- Total energy: -72554.186 eV
- LUMO energy (spin up / spin down): -0.135 / -0.135 Ha

***

ORCA calculation (ωB97M-V/def2-TZVPD) on a molecular structure, C27H18Br2CoN7OSe at a distorted geometry.

Last column: Löwdin spin population.
CARTESIAN COORDINATES (ANGSTROEM)
Co (-0.32329, 0.74667, 0.86214)  1.053
C (2.99376, 1.29841, -1.29332)  0.000
C (1.73584, 0.88068, -1.99460)  0.000
C (1.74819, -0.12942, -2.94834)  0.000
C (0.55356, -0.58209, -3.49318)  0.000
C (-0.60897, 0.05252, -3.11120)  0.000
C (-2.03287, -0.33746, -3.32427)  0.000
Br (-2.43617, -0.72875, -5.17759)  0.000
C (-3.45086, -0.23539, -1.64746)  -0.002
C (-2.86419, 0.17887, -0.31998)  0.000
Br (-3.75369, -0.32892, 1.29547)  0.003
C (-2.17875, 1.51593, -0.42406)  0.001
O (-1.74736, 2.16373, 0.53904)  -0.014
C (-0.51312, 1.14259, -2.24907)  -0.002
N (0.60280, 1.51796, -1.64029)  -0.004
H (3.86745, 0.80530, -1.71434)  0.000
H (2.94229, 1.03624, -0.23393)  0.000
H (3.13263, 2.37731, -1.36887)  0.000
H (2.68778, -0.58660, -3.22669)  0.000
H (0.53105, -1.41563, -4.18485)  0.000
H (-4.53266, -0.34466, -1.65097)  0.000
Se (-1.37945, -6.11448, -1.95211)  0.002
N (-0.34475, -5.50689, -0.63276)  -0.001
C (-0.54647, -4.22170, -0.54559)  0.000
C (0.15728, -3.37581, 0.41776)  -0.001
C (1.14023, -3.78874, 1.31341)  0.000
C (1.72980, -2.84457, 2.13726)  -0.001
C (1.35265, -1.50829, 2.04879)  -0.001
N (0.41184, -1.09065, 1.20319)  -0.017
C (-0.18061, -2.02556, 0.42021)  -0.002
C (-1.18287, -1.53450, -0.47210)  -0.005
N (-1.45089, -0.20026, -0.35416)  -0.008
C (-1.87366, 1.72420, -1.91291)  0.000
C (-2.86352, 0.78721, -2.65776)  0.000
C (-2.68316, -1.41894, -2.34695)  0.001
C (-1.78218, -2.23614, -1.45689)  0.007
C (-1.51001, -3.65515, -1.48932)  0.000
N (-2.05306, -4.50288, -2.32232)  0.004
H (1.42942, -4.83071, 1.35381)  0.000
H (2.49580, -3.12635, 2.84507)  0.000
H (1.82491, -0.74916, 2.65858)  0.000
H (-1.93522, 2.78291, -2.16791)  0.000
H (-3.56904, 1.32589, -3.28174)  0.000
H (-3.34781, -2.06073, -2.91836)  0.000
N (2.39796, 4.18338, 5.09786)  0.000
C (1.82980, 3.41206, 4.14938)  0.000
C (0.77866, 2.52936, 4.45337)  -0.001
C (0.24301, 1.75603, 3.45776)  -0.001
N (0.67370, 1.78149, 2.18464)  -0.007
C (1.66557, 2.63531, 1.88670)  0.000
C (2.26571, 3.44700, 2.81426)  0.000
H (2.02659, 4.21015, 6.03012)  0.000
H (3.09395, 4.86599, 4.85835)  0.000
H (0.38275, 2.45976, 5.45721)  0.000
H (-0.57508, 1.07848, 3.67468)  -0.001
H (1.96577, 2.67044, 0.84814)  0.000
H (3.05894, 4.11457, 2.50669)  0.000

Force components x, y, z for each atom (eV/Å):
-0.333 -0.892 -0.103
0.039 0.008 -0.026
-0.126 0.069 0.007
0.016 -0.078 0.009
-0.005 -0.051 0.009
-0.025 0.052 0.139
-0.039 -0.097 -0.047
0.033 0.048 -0.049
-0.382 0.025 -0.096
1.284 -0.261 -0.492
-0.309 0.047 0.143
-0.378 1.036 -0.587
-0.002 -0.004 -0.452
0.255 -0.066 0.068
0.074 0.143 -0.314
-0.004 0.003 -0.014
0.000 -0.025 -0.010
-0.011 0.001 0.012
-0.005 -0.012 0.001
0.008 -0.009 0.005
0.033 0.050 0.119
0.017 0.163 0.061
-0.069 -0.062 -0.116
-0.006 0.025 0.031
-0.011 0.114 -0.011
0.034 0.005 0.072
0.007 -0.045 -0.020
-0.036 0.020 -0.131
0.197 -0.020 -0.036
0.125 -0.094 -0.017
0.054 -0.090 -0.945
-0.240 -0.399 2.388
-0.334 0.206 -0.010
0.160 0.160 0.014
0.041 -0.068 -0.048
-0.097 0.209 0.158
0.102 0.011 -0.068
0.044 -0.137 0.025
0.003 0.001 0.001
-0.001 -0.015 -0.004
-0.011 -0.001 0.021
-0.069 -0.032 -0.019
-0.042 -0.126 -0.054
-0.052 0.008 0.049
-0.011 0.007 -0.002
0.005 0.004 0.012
0.011 0.003 -0.028
-0.009 -0.062 0.124
0.061 0.132 0.295
0.003 0.094 -0.074
-0.020 -0.029 -0.006
-0.003 -0.006 0.002
0.004 -0.004 -0.008
0.004 0.004 0.000
0.021 0.018 0.003
-0.008 0.023 0.016
0.000 -0.002 0.002

Calculated values
- Total energy: -283822.449 eV
- Charge: +1
- LUMO energy (spin up / spin down): -0.119 / -0.119 Ha
- 2S+1: 2